# 1
DFT (ωB97M-V/def2-TZVPD) results for a structure of composition C47H58N9O3OsPS5.

Summary:
HOMO (spin up / spin down): -11.0700 / -11.4422 eV
HOMO-LUMO gap (spin up / spin down): 6.7 / 5.7 eV
spin multiplicity: 5
lowest unoccupied orbital energy (spin up / spin down): -4.35 / -5.71 eV
charge: +2

```
124
Properties=species:S:1:pos:R:3:forces:R:3
Os 0.493 -0.501 -0.905 0.92 0.16 -0.34
N 0.737 0.201 0.922 -0.10 0.19 0.24
S 0.775 1.365 1.835 -0.15 -0.16 -0.06
N -0.324 2.561 1.789 0.21 -0.28 0.18
S -1.786 2.741 1.286 0.04 -0.08 -0.04
N -1.970 3.361 -0.123 -0.13 -0.20 -0.23
S -1.529 2.362 -1.396 -0.25 0.05 0.26
N -1.363 0.944 -1.061 0.38 -0.04 -0.26
C -2.848 2.615 -2.585 0.09 0.17 0.19
C -3.325 3.877 -2.903 0.03 0.04 0.06
C -4.340 3.984 -3.841 0.03 0.12 0.04
C -4.851 2.846 -4.450 0.00 -0.12 0.00
C -4.353 1.589 -4.128 -0.07 0.12 -0.05
C -3.347 1.470 -3.183 0.14 -0.06 0.13
C -0.189 3.333 -2.091 -0.29 0.08 0.11
C 0.063 3.210 -3.449 0.00 -0.13 -0.04
C 1.053 3.990 -4.023 0.01 -0.07 0.00
C 1.777 4.879 -3.238 0.02 0.02 0.01
C 1.526 4.981 -1.878 0.05 -0.05 -0.01
C 0.534 4.206 -1.294 -0.02 -0.02 0.00
C -2.857 1.326 1.525 0.11 0.02 -0.09
C -4.072 1.358 0.856 0.04 0.09 -0.05
C -4.983 0.342 1.085 -0.04 0.01 0.03
C -4.682 -0.675 1.982 -0.03 -0.03 0.02
C -3.468 -0.683 2.655 0.00 -0.07 0.03
C -2.541 0.322 2.423 0.21 0.09 -0.05
C -2.475 3.945 2.393 -0.04 0.09 -0.19
C -2.895 3.528 3.648 0.08 -0.15 0.02
C -3.433 4.465 4.513 0.01 0.03 0.01
C -3.546 5.793 4.120 0.01 -0.03 -0.03
C -3.107 6.194 2.866 -0.01 0.01 0.05
C -2.568 5.267 1.989 0.12 -0.08 -0.22
C 2.308 2.281 1.760 -0.19 -0.12 0.19
C 2.998 2.595 2.922 -0.05 -0.02 0.08
C 4.235 3.211 2.816 -0.01 0.01 -0.02
C 4.757 3.512 1.566 0.00 0.02 0.02
C 4.049 3.195 0.414 -0.01 0.00 0.02
C 2.820 2.563 0.503 -0.13 -0.05 -0.09
C 0.671 0.772 3.521 0.05 0.05 -0.21
C 0.133 1.561 4.527 0.02 0.10 -0.06
C 0.049 1.038 5.808 0.00 0.04 -0.01
C 0.506 -0.248 6.065 0.03 0.00 0.02
C 1.051 -1.021 5.047 0.00 0.00 0.03
C 1.135 -0.514 3.760 0.03 0.05 -0.21
H -2.909 4.753 -2.420 -0.04 0.03 -0.04
H -4.732 4.958 -4.098 0.00 0.00 0.00
H -5.645 2.940 -5.179 0.01 0.00 -0.02
H -4.752 0.709 -4.615 -0.01 -0.01 0.02
H -2.932 0.515 -2.882 -0.05 -0.03 -0.04
H -0.521 2.522 -4.050 0.00 0.04 -0.04
H 1.253 3.913 -5.083 -0.01 0.01 -0.01
H 2.531 5.506 -3.696 0.02 -0.01 0.01
H 2.096 5.670 -1.269 -0.01 0.01 0.00
H 0.316 4.287 -0.239 0.02 0.07 0.01
H -4.292 2.168 0.173 -0.06 -0.03 -0.03
H -5.942 0.353 0.586 0.03 0.01 -0.05
H -5.409 -1.454 2.167 0.01 -0.01 0.02
H -3.247 -1.455 3.381 0.00 0.00 -0.05
H -1.590 0.326 2.936 -0.06 -0.07 0.06
H -2.813 2.490 3.945 -0.05 0.03 0.02
H -3.772 4.154 5.491 -0.02 0.01 0.00
H -3.987 6.515 4.793 0.03 0.02 0.01
H -3.187 7.229 2.565 -0.02 0.00 0.00
H -2.229 5.546 1.000 -0.05 0.07 0.03
H 2.591 2.354 3.894 0.05 0.01 0.01
H 4.793 3.442 3.712 0.00 0.03 0.00
H 5.725 3.988 1.491 0.00 0.00 -0.01
H 4.461 3.426 -0.560 0.01 -0.01 -0.01
H 2.275 2.262 -0.382 0.05 0.04 -0.02
H -0.209 2.563 4.300 -0.01 0.01 0.07
H -0.368 1.639 6.605 0.01 -0.01 0.02
H 0.448 -0.645 7.069 -0.01 -0.02 0.00
H 1.416 -2.018 5.257 0.00 -0.01 -0.01
H 1.541 -1.090 2.936 0.00 -0.05 0.08
C 0.092 -2.395 -5.332 0.14 0.11 -0.06
N -1.039 -2.505 -4.416 0.07 0.01 0.06
C -2.220 -3.220 -4.887 -0.04 -0.13 0.04
C -0.892 -2.086 -3.152 -0.03 -0.25 -0.10
N 0.101 -1.339 -2.766 -0.02 0.31 0.30
N -1.875 -2.482 -2.267 -0.02 0.11 -0.01
C -1.780 -2.547 -0.894 -0.06 -0.03 -0.05
N -2.719 -3.324 -0.319 -0.05 0.00 0.07
N -0.934 -1.846 -0.216 0.13 0.10 -0.08
H -0.044 -3.106 -6.141 -0.03 0.00 0.00
H 1.024 -2.652 -4.826 -0.04 -0.04 0.03
H 0.174 -1.394 -5.763 -0.03 -0.01 0.01
H -2.260 -3.139 -5.969 0.00 0.02 0.00
H -3.137 -2.770 -4.506 0.01 0.03 -0.02
H -2.185 -4.283 -4.628 0.01 0.02 0.02
H 0.718 -1.063 -3.516 0.09 -0.03 0.05
H -2.552 -3.113 -2.658 0.00 -0.07 0.01
H -3.155 -4.051 -0.863 0.08 -0.08 -0.02
H -2.586 -3.573 0.647 0.04 0.02 0.04
H -0.967 -2.027 0.778 0.13 0.03 0.09
C 3.628 -7.091 -1.690 -0.12 0.11 0.05
C 3.730 -5.602 -1.427 0.22 -0.07 -0.24
C 5.160 -5.110 -1.321 -0.16 0.03 0.10
O 3.051 -5.318 -0.170 0.08 0.11 0.22
P 1.823 -4.310 -0.147 -0.64 -0.01 -0.76
S 0.392 -4.922 -1.378 0.10 0.28 0.22
S 2.543 -2.446 -0.543 -0.24 0.08 0.15
O 1.293 -4.419 1.344 0.03 0.07 0.10
C 2.053 -4.604 2.577 0.18 -0.07 0.04
C 2.317 -6.082 2.800 -0.11 0.08 -0.07
C 3.325 -3.774 2.618 -0.16 0.02 -0.05
H 4.107 -7.325 -2.641 0.02 -0.03 0.01
H 2.583 -7.394 -1.740 0.01 -0.01 -0.01
H 4.122 -7.655 -0.899 0.02 0.00 0.00
H 3.213 -5.056 -2.221 -0.02 -0.01 0.04
H 5.691 -5.649 -0.535 0.02 -0.01 0.00
H 5.174 -4.044 -1.090 0.04 0.00 -0.01
H 5.677 -5.273 -2.266 0.02 -0.01 0.00
H 1.356 -4.244 3.338 0.01 0.01 -0.02
H 3.021 -6.460 2.062 0.02 0.00 0.01
H 1.390 -6.649 2.720 0.01 -0.01 0.02
H 2.734 -6.228 3.797 0.01 -0.02 0.01
H 4.039 -4.136 1.881 0.05 0.03 0.01
H 3.776 -3.854 3.607 0.00 -0.04 0.02
H 3.116 -2.725 2.406 0.05 0.01 0.00
C 3.080 0.301 -2.268 0.46 -0.12 -0.22
O 1.829 0.641 -1.723 -0.94 -0.60 0.37
H 3.595 1.217 -2.569 -0.10 0.01 0.01
H 2.986 -0.341 -3.153 -0.08 0.04 0.07
H 3.705 -0.235 -1.549 -0.08 0.06 0.02
```
Positions in Å, forces in eV/Å.

# 2
DFT (ωB97M-V/def2-TZVPD) results for a structure of composition C47H60AuF3N3P2SSb.

Summary:
HOMO (spin up / spin down): -12.5099 / -12.5131 eV
HOMO-LUMO gap (spin up / spin down): 7.5 / 4.9 eV
spin multiplicity: 3
lowest unoccupied orbital energy (spin up / spin down): -5.01 / -7.59 eV
charge: +2

```
118
Properties=species:S:1:pos:R:3:forces:R:3
Au 0.194 -0.168 -1.180 -0.19 -0.76 -0.34
C 4.910 -4.791 3.497 -0.12 0.25 0.01
S 3.806 -3.571 4.254 0.01 0.07 0.01
C 4.696 -2.011 3.907 -0.24 -0.13 -0.04
C 3.865 -0.983 3.132 0.03 -0.08 -0.15
C 3.417 -1.501 1.765 0.10 -0.19 0.28
N 2.509 -0.619 1.011 -0.56 0.68 -0.10
P 3.002 0.519 -0.239 0.74 -0.26 0.00
C 4.724 0.934 0.192 -0.17 0.18 -0.04
C 4.926 2.177 0.797 0.02 -0.07 -0.03
C 6.198 2.584 1.165 0.03 0.01 0.02
C 7.288 1.771 0.886 -0.03 0.05 0.00
C 7.102 0.563 0.229 0.05 -0.10 -0.03
C 5.828 0.141 -0.117 -0.01 -0.01 0.10
C 3.216 -0.559 -1.708 -0.10 0.20 0.02
C 3.579 -1.905 -1.697 0.03 0.01 -0.06
C 3.679 -2.609 -2.888 0.04 -0.05 0.05
C 3.411 -1.984 -4.099 -0.05 0.00 -0.02
C 3.047 -0.645 -4.123 0.02 -0.07 -0.05
C 2.950 0.062 -2.933 0.02 0.04 0.08
P 0.913 -0.227 1.396 0.55 -0.93 0.68
C -0.023 -1.700 1.910 -0.14 0.27 -0.23
C 0.385 -2.493 2.982 0.12 0.03 -0.07
C -0.378 -3.586 3.358 0.05 -0.07 0.10
C -1.567 -3.876 2.703 -0.03 0.00 -0.06
C -2.004 -3.063 1.665 0.01 0.02 0.01
C -1.234 -1.980 1.272 0.03 0.05 0.03
C 0.843 0.854 2.846 -0.20 0.11 -0.61
C -0.238 0.766 3.727 0.00 -0.03 -0.02
C -0.274 1.588 4.840 -0.11 0.00 0.04
C 0.735 2.517 5.060 0.01 -0.02 -0.06
C 1.782 2.639 4.153 0.00 0.05 0.02
C 1.830 1.819 3.042 0.06 -0.06 0.04
H 4.525 -5.768 3.776 0.04 -0.04 -0.03
H 5.916 -4.674 3.892 0.02 -0.08 0.00
H 4.913 -4.691 2.412 0.05 -0.07 0.00
H 5.610 -2.261 3.369 0.02 0.02 0.00
H 4.971 -1.593 4.873 0.13 0.08 -0.06
H 4.482 -0.091 2.992 -0.09 0.10 0.02
H 2.996 -0.693 3.726 -0.03 0.03 0.05
H 2.941 -2.477 1.902 0.03 -0.03 -0.10
H 4.306 -1.634 1.146 -0.06 -0.10 0.00
H 4.090 2.852 0.939 -0.07 -0.01 0.08
H 6.340 3.543 1.647 0.02 0.00 -0.03
H 8.285 2.094 1.154 0.00 -0.01 0.00
H 7.958 -0.046 -0.031 -0.01 -0.01 0.03
H 5.698 -0.799 -0.639 0.04 0.02 -0.03
H 3.792 -2.412 -0.765 0.00 0.00 0.00
H 3.984 -3.648 -2.874 -0.02 -0.01 0.00
H 3.492 -2.540 -5.024 0.01 0.00 0.00
H 2.843 -0.157 -5.067 0.01 0.03 0.02
H 2.682 1.114 -2.947 -0.04 -0.02 -0.02
H 1.293 -2.265 3.522 0.03 -0.06 0.03
H -0.043 -4.205 4.180 0.00 0.00 -0.01
H -2.161 -4.727 3.008 0.01 0.00 0.02
H -2.942 -3.266 1.166 0.00 -0.02 0.02
H -1.583 -1.336 0.472 -0.02 -0.03 -0.01
H -1.025 0.042 3.562 -0.01 0.00 0.02
H -1.096 1.504 5.539 0.02 0.00 0.02
H 0.704 3.149 5.937 -0.01 0.02 -0.01
H 2.556 3.379 4.312 0.02 -0.03 0.01
H 2.650 1.891 2.345 0.11 0.06 -0.06
N -0.571 2.831 -1.207 0.13 -0.19 -0.02
C -0.181 1.741 -1.191 -0.39 0.94 0.11
C -6.549 1.629 -1.263 -0.03 0.02 -0.01
C -5.238 0.967 -0.872 0.56 0.35 -0.15
C -5.001 -0.317 -1.653 -0.02 0.01 -0.02
C -5.168 0.707 0.625 0.03 0.01 0.02
Sb -3.495 2.354 -1.365 -0.55 0.34 0.08
C -3.477 2.832 -3.587 0.03 -0.07 0.76
C -2.774 1.660 -4.251 0.04 -0.05 -0.03
C -4.915 2.971 -4.058 -0.02 -0.01 -0.02
C -2.702 4.126 -3.748 0.05 0.04 -0.04
C -3.577 4.122 0.097 -0.01 -0.56 -0.62
C -2.772 5.282 -0.459 -0.06 0.03 0.00
C -5.042 4.495 0.239 -0.04 0.04 0.07
C -2.964 3.583 1.378 0.09 -0.05 0.03
H -7.375 1.028 -0.867 0.00 -0.01 -0.01
H -6.672 1.682 -2.343 -0.03 0.02 0.03
H -6.652 2.633 -0.851 -0.07 -0.08 -0.03
H -5.812 -1.020 -1.438 0.00 0.00 0.00
H -4.060 -0.795 -1.365 -0.01 -0.01 -0.03
H -4.994 -0.146 -2.731 -0.01 -0.03 0.01
H -5.930 -0.032 0.893 -0.02 0.01 -0.01
H -5.366 1.607 1.207 -0.01 -0.06 0.02
H -4.197 0.304 0.925 -0.01 0.00 0.02
H -3.259 0.709 -4.022 0.02 0.00 -0.03
H -1.723 1.606 -3.959 -0.02 -0.01 0.02
H -2.813 1.793 -5.336 0.02 0.03 0.00
H -5.441 2.017 -4.052 -0.02 0.02 0.01
H -4.906 3.331 -5.092 0.02 -0.01 -0.01
H -5.477 3.697 -3.469 -0.03 -0.01 -0.03
H -1.706 4.064 -3.307 -0.01 0.03 0.01
H -3.235 4.968 -3.307 0.03 0.01 -0.04
H -2.583 4.339 -4.815 -0.02 -0.04 -0.01
H -3.263 5.739 -1.317 0.01 0.02 0.04
H -1.765 4.991 -0.734 0.15 -0.04 -0.04
H -2.695 6.044 0.323 -0.05 0.00 0.00
H -5.478 4.775 -0.722 -0.05 0.02 0.03
H -5.114 5.370 0.892 0.01 -0.01 0.02
H -5.642 3.702 0.687 0.03 0.05 0.01
H -1.930 3.276 1.213 0.01 0.02 0.05
H -3.521 2.741 1.793 0.00 0.02 -0.01
H -2.960 4.378 2.130 -0.02 0.03 -0.01
F -0.977 -6.661 -3.533 0.05 -0.01 0.07
C -0.457 -6.412 -2.330 -0.07 -0.07 0.04
F -1.326 -6.843 -1.400 0.09 0.00 -0.10
F 0.673 -7.113 -2.198 -0.06 0.02 -0.02
C -0.205 -4.934 -2.131 -0.03 0.08 -0.01
C -0.912 -3.995 -2.866 0.08 -0.02 0.09
C -0.695 -2.659 -2.598 -0.05 0.00 -0.12
N 0.152 -2.248 -1.645 0.10 0.16 0.31
C 0.833 -3.160 -0.943 0.02 -0.11 0.10
C 0.694 -4.516 -1.162 -0.08 0.02 -0.10
H -1.622 -4.293 -3.624 0.04 0.01 -0.03
H -1.208 -1.889 -3.159 -0.01 0.00 0.04
H 1.488 -2.780 -0.173 0.02 -0.03 -0.04
H 1.265 -5.231 -0.587 0.00 0.03 0.04
```
Positions in Å, forces in eV/Å.

# 3
DFT (ωB97M-V/def2-TZVPD) results for a structure of composition C47H60GaGeN5OPS.

Summary:
HOMO: -2.0107 eV
HOMO-LUMO gap: 4.1 eV
spin multiplicity: 1
lowest unoccupied orbital energy: 2.13 eV
charge: -1

```
117
Properties=species:S:1:pos:R:3:forces:R:3
Ga -1.152 -0.426 -0.154 -0.74 0.26 0.07
C -3.376 -2.987 -0.148 0.19 0.15 -0.07
O -2.654 -2.325 -1.192 -0.21 -0.38 -0.10
H -4.374 -3.287 -0.482 0.02 -0.01 0.00
H -3.444 -2.326 0.722 0.00 0.00 0.00
H -2.807 -3.883 0.109 -0.02 0.02 -0.02
H -3.138 -1.517 -1.403 0.02 0.06 0.15
C -2.544 0.151 0.965 0.75 0.00 0.05
Ge -1.759 0.068 2.671 -0.32 0.15 -0.23
C -2.809 1.010 4.090 -0.02 -0.02 0.22
C -2.347 1.046 5.411 -0.17 0.06 -0.04
C -3.039 1.737 6.403 -0.01 -0.04 -0.13
C -4.216 2.410 6.085 0.05 -0.05 -0.07
C -4.689 2.386 4.779 0.09 -0.06 0.00
C -3.988 1.692 3.793 -0.01 -0.01 -0.02
C -0.034 1.084 2.988 0.29 -0.08 0.09
C 1.215 0.642 3.442 -0.04 0.22 -0.07
C 2.314 1.504 3.541 -0.15 -0.07 -0.03
C 2.181 2.844 3.210 -0.06 -0.03 -0.05
C 0.942 3.314 2.775 0.02 -0.08 -0.04
C -0.133 2.445 2.654 0.07 -0.03 0.06
C -1.640 -1.768 3.551 0.22 -0.12 0.07
C -0.518 -2.492 3.977 -0.15 -0.08 0.03
C -0.613 -3.807 4.444 -0.06 0.14 -0.08
C -1.846 -4.439 4.491 -0.02 0.06 -0.04
C -2.980 -3.744 4.073 0.09 0.07 -0.02
C -2.873 -2.437 3.615 0.10 -0.07 0.04
H -1.426 0.523 5.668 -0.08 0.06 -0.02
H -2.664 1.753 7.421 0.00 0.00 -0.03
H -4.758 2.953 6.853 0.01 -0.01 -0.02
H -5.606 2.910 4.528 0.02 -0.01 -0.01
H -4.348 1.673 2.765 0.06 -0.01 0.08
H 1.355 -0.389 3.749 0.02 0.06 -0.05
H 3.268 1.126 3.895 -0.02 -0.01 -0.02
H 3.028 3.518 3.293 -0.03 -0.02 0.01
H 0.819 4.364 2.528 0.01 -0.02 -0.01
H -1.089 2.818 2.293 0.06 -0.01 0.00
H 0.468 -2.036 3.960 -0.08 -0.03 0.02
H 0.280 -4.330 4.771 0.00 0.00 -0.02
H -1.926 -5.460 4.851 -0.01 0.05 -0.01
H -3.951 -4.226 4.105 0.00 0.00 0.01
H -3.765 -1.911 3.283 0.04 -0.04 0.00
N 0.072 -1.936 0.529 0.29 -0.14 0.09
S 1.193 -2.683 -0.301 -0.11 0.17 -0.15
C 1.362 -4.294 0.461 0.10 -0.08 -0.19
C 0.253 -4.797 1.111 -0.16 -0.06 0.29
C 0.298 -6.087 1.630 -0.06 0.03 0.01
C 1.436 -6.861 1.483 -0.01 -0.03 0.00
C 2.542 -6.350 0.814 0.08 0.11 -0.08
C 2.506 -5.065 0.292 0.09 -0.07 0.03
C 2.796 -1.970 0.053 -0.05 -0.07 0.13
C 3.362 -1.996 1.319 0.05 -0.04 0.16
C 4.537 -1.299 1.548 -0.05 -0.04 0.12
C 5.131 -0.572 0.522 0.02 -0.01 0.04
C 4.550 -0.540 -0.734 0.04 -0.10 -0.16
C 3.372 -1.239 -0.970 0.19 -0.06 -0.19
H 0.190 -2.016 1.539 -0.05 0.05 -0.04
H -0.624 -4.171 1.242 0.02 -0.08 -0.03
H -0.563 -6.476 2.159 0.01 0.04 0.00
H 1.468 -7.864 1.891 0.00 0.03 -0.01
H 3.436 -6.952 0.701 -0.03 0.03 -0.01
H 3.368 -4.661 -0.227 -0.03 -0.01 0.02
H 2.886 -2.557 2.119 0.03 0.05 -0.05
H 4.986 -1.313 2.535 -0.03 0.01 -0.06
H 6.042 -0.017 0.710 -0.02 -0.03 0.00
H 5.006 0.038 -1.531 -0.05 -0.06 0.06
H 2.883 -1.210 -1.938 0.03 0.03 0.00
N -0.410 -0.262 -1.866 0.22 -0.48 0.39
P -0.155 0.969 -2.724 -0.22 0.40 -0.47
N 0.273 0.512 -4.289 0.07 -0.24 -0.07
C 0.821 -0.814 -4.554 0.00 0.27 -0.01
C 2.303 -0.738 -4.932 -0.06 0.01 -0.04
C 2.502 0.202 -6.121 -0.04 0.06 0.09
C 1.920 1.579 -5.795 0.00 -0.09 0.02
C 0.453 1.447 -5.384 0.10 -0.06 0.07
N 1.014 2.007 -2.123 0.18 0.03 0.27
C 1.707 1.662 -0.866 0.02 0.17 -0.27
C 3.071 2.338 -0.832 -0.09 0.12 -0.02
C 2.925 3.873 -0.828 -0.10 -0.03 -0.04
C 1.598 4.296 -1.482 0.06 -0.08 0.04
C 1.266 3.354 -2.635 0.09 -0.08 0.10
N -1.414 2.040 -3.099 -0.29 -0.10 0.27
C -2.537 1.386 -3.816 0.17 0.24 0.10
C -3.727 2.331 -3.889 0.02 0.02 0.14
C -4.305 2.599 -2.488 0.10 0.04 0.01
C -3.213 2.502 -1.408 0.00 0.03 -0.44
C -1.860 2.915 -1.975 -0.13 -0.13 -0.15
H 0.273 -1.274 -5.391 -0.03 0.03 0.02
H 0.653 -1.425 -3.670 -0.03 -0.03 0.05
H 2.685 -1.738 -5.161 -0.01 0.03 0.04
H 2.866 -0.344 -4.078 0.01 -0.04 0.03
H 1.981 -0.211 -6.994 0.03 0.01 0.00
H 3.560 0.282 -6.381 0.00 -0.01 -0.02
H 2.006 2.252 -6.653 0.01 0.00 0.01
H 2.482 2.019 -4.963 -0.02 -0.01 -0.07
H -0.112 1.085 -6.257 -0.05 0.01 -0.02
H 0.033 2.411 -5.101 -0.02 0.01 0.00
H 1.814 0.584 -0.807 -0.09 0.03 -0.04
H 1.128 1.960 0.012 -0.13 0.09 0.15
H 3.640 2.016 -1.714 -0.05 0.03 0.07
H 3.614 1.998 0.051 0.01 0.03 -0.02
H 3.760 4.328 -1.370 0.00 -0.01 0.03
H 2.966 4.248 0.196 -0.01 0.00 0.02
H 1.656 5.322 -1.848 0.00 0.04 0.01
H 0.788 4.256 -0.748 0.02 0.01 -0.03
H 2.117 3.363 -3.333 -0.04 -0.01 -0.03
H 0.394 3.701 -3.189 -0.03 -0.02 0.04
H -2.839 0.454 -3.321 0.03 -0.02 0.06
H -2.202 1.117 -4.817 0.05 0.00 -0.03
H -4.487 1.905 -4.547 0.00 0.02 -0.03
H -3.392 3.267 -4.346 -0.01 -0.01 -0.02
H -5.098 1.878 -2.267 0.01 0.02 0.01
H -4.765 3.592 -2.471 -0.04 -0.03 -0.02
H -3.127 1.493 -1.002 -0.06 0.02 0.12
H -3.454 3.134 -0.554 0.01 -0.03 0.07
H -1.121 2.876 -1.176 0.06 -0.03 0.03
H -1.907 3.954 -2.325 0.06 0.03 -0.06
```
Positions in Å, forces in eV/Å.